No. 1
C28H29N3O3S | the ωB97M-V functional and the def2-TZVPD basis

Positions of all 64 atoms, in Å:
1 O -1.758 1.135 -1.656
2 C -0.576 1.191 -1.364
3 C 0.142 -0.030 -0.864
4 C 0.327 -1.117 -1.711
5 C 0.929 -2.276 -1.249
6 C 1.334 -2.366 0.073
7 C 1.127 -1.289 0.914
8 S 1.552 -1.422 2.651
9 O 2.592 -2.394 2.804
10 O 1.745 -0.103 3.177
11 N 0.187 -2.046 3.370
12 C -0.131 -3.416 3.043
13 C -1.143 -3.927 4.077
14 N -2.326 -3.098 4.127
15 C -3.402 -3.346 3.278
16 C -3.369 -4.313 2.269
17 C -4.486 -4.577 1.499
18 C -5.667 -3.886 1.702
19 C -5.718 -2.931 2.703
20 C -4.610 -2.668 3.482
21 C -1.964 -1.732 4.441
22 C -0.970 -1.185 3.405
23 C 0.535 -0.126 0.467
24 N 0.146 2.327 -1.430
25 C -0.473 3.532 -1.943
26 C 0.333 4.162 -3.033
27 C 1.555 3.766 -3.383
28 C 2.285 4.410 -4.488
29 C 1.628 4.690 -5.685
30 C 2.293 5.300 -6.731
31 C 3.628 5.646 -6.600
32 C 4.290 5.378 -5.414
33 C 3.627 4.763 -4.368
34 C 2.216 2.621 -2.662
35 C 1.579 2.424 -1.285
36 H -0.004 -1.047 -2.737
37 H 1.078 -3.110 -1.918
38 H 1.821 -3.246 0.463
39 H 0.799 -3.983 3.086
40 H -0.558 -3.486 2.029
41 H -1.420 -4.962 3.877
42 H -0.673 -3.880 5.065
43 H -2.466 -4.868 2.067
44 H -4.426 -5.328 0.724
45 H -6.534 -4.091 1.094
46 H -6.635 -2.390 2.888
47 H -4.692 -1.942 4.276
48 H -2.846 -1.095 4.462
49 H -1.491 -1.720 5.428
50 H -0.623 -0.190 3.682
51 H -1.463 -1.141 2.419
52 H 0.400 0.693 1.156
53 H -1.466 3.256 -2.313
54 H -0.611 4.252 -1.123
55 H -0.137 5.002 -3.523
56 H 0.591 4.409 -5.795
57 H 1.770 5.505 -7.654
58 H 4.148 6.123 -7.417
59 H 5.329 5.652 -5.302
60 H 4.154 4.581 -3.443
61 H 3.286 2.797 -2.552
62 H 2.094 1.709 -3.256
63 H 1.973 1.529 -0.804
64 H 1.800 3.291 -0.653

Summary:
E in eV: -50954.6924
Kohn-Sham gap in eV: 8.366
HOMO energy in eV: -7.86
Net charge: 0
SMILES: O=C(c1cccc(S(=O)(=O)N2CCN(c3ccccc3)CC2)c1)N1CC=C(c2ccccc2)CC1


No. 2
C6H12N2 | the ωB97M-V functional and the def2-TZVPD basis

Positions of all 20 atoms, in Å:
1 C -1.736 -0.327 0.750
2 C -0.917 -0.965 -1.449
3 C 1.306 -0.642 1.520
4 N -0.642 -0.282 -0.202
5 C 0.504 1.183 -0.100
6 C 1.054 -0.127 0.117
7 C 0.468 2.444 -0.419
8 N 2.054 -0.403 -0.751
9 H 1.883 0.014 -1.665
10 H -2.648 0.064 0.287
11 H -1.934 -1.356 1.075
12 H -1.729 -0.472 -1.993
13 H -1.208 -2.008 -1.272
14 H -0.022 -0.987 -2.066
15 H -1.512 0.269 1.633
16 H 2.368 -0.551 1.738
17 H 1.043 -1.700 1.538
18 H 0.747 -0.125 2.297
19 H -0.471 2.981 -0.455
20 H 1.391 2.989 -0.583

Summary:
E in eV: -9391.6040
Kohn-Sham gap (alpha / beta) in eV: 8.122 / 8.123
HOMO energy (alpha / beta) in eV: -7.45 / -7.45
Net charge: 0


No. 3
C14H10Co2NO6 | the ωB97M-V functional and the def2-TZVPD basis

Positions of all 33 atoms, in Å:
1 C -2.173 -2.944 1.913
2 N -0.724 -2.980 1.918
3 C -0.024 -4.144 2.133
4 C 1.328 -3.818 2.315
5 C 1.429 -2.398 2.253
6 C 0.170 -1.884 1.862
7 H -2.534 -1.911 1.910
8 H -2.592 -3.462 1.041
9 H -2.526 -3.465 2.814
10 H -0.540 -5.091 2.188
11 H 2.140 -4.530 2.461
12 H 2.337 -1.820 2.296
13 H -0.233 -0.882 1.929
14 O 3.515 3.548 -0.200
15 C 2.480 3.458 -0.700
16 Co 0.936 3.339 -1.475
17 C -0.052 3.905 -0.114
18 O -0.654 4.372 0.756
19 C 1.291 4.676 -2.554
20 O 1.491 5.542 -3.286
21 C 1.205 1.349 -1.476
22 C 0.499 0.397 -0.754
23 C 0.590 -0.793 -0.067
24 Co -0.582 1.325 -1.844
25 C -1.748 1.582 -0.566
26 O -2.540 1.750 0.262
27 C -1.507 0.286 -2.945
28 O -2.163 -0.385 -3.633
29 C -0.834 2.950 -2.775
30 O -1.431 3.581 -3.550
31 H 2.117 1.070 -2.023
32 H -0.286 -1.451 -0.228
33 H 1.616 -1.172 0.137

Summary:
E in eV: -103706.0144
Kohn-Sham gap in eV: 6.808
HOMO energy in eV: -3.92
Net charge: -1


No. 4
C28H35N5P2Tc | the ωB97M-V functional and the def2-TZVPD basis

Positions of all 71 atoms, in Å:
1 Tc -0.140 -0.299 -0.517
2 C -1.105 1.572 -0.597
3 C -1.585 0.729 -1.642
4 C -1.065 0.732 -3.069
5 C 0.282 0.029 -3.332
6 C 1.190 -0.127 -2.135
7 C 1.453 0.929 -1.221
8 C 1.110 2.381 -1.521
9 C -0.243 2.781 -0.919
10 C 1.340 -1.014 0.754
11 H -1.778 1.708 0.258
12 H -2.630 0.386 -1.561
13 H -1.071 1.743 -3.501
14 H -1.828 0.176 -3.633
15 H 0.059 -0.983 -3.701
16 H 0.809 0.513 -4.165
17 H 1.943 -0.922 -2.223
18 H 2.338 0.852 -0.579
19 H 1.153 2.587 -2.600
20 H 1.880 3.021 -1.065
21 H -0.059 3.350 0.004
22 H -0.784 3.458 -1.594
23 H 1.158 -0.723 1.806
24 H 2.394 -0.814 0.516
25 H 1.199 -2.112 0.713
26 P 1.290 -1.191 -8.381
27 P -1.722 -0.657 -8.016
28 N 2.738 -0.193 -8.296
29 N 2.104 -2.412 -9.392
30 N -2.049 1.064 -7.778
31 N -3.401 -1.027 -8.422
32 C 0.445 -0.263 -9.756
33 C -1.070 -0.544 -9.756
34 C 3.153 0.473 -7.133
35 C 4.186 1.334 -7.468
36 C 4.413 1.211 -8.880
37 C 3.506 0.283 -9.365
38 C 2.259 -3.731 -8.937
39 C 2.666 -4.520 -10.004
40 C 2.780 -3.667 -11.155
41 C 2.444 -2.383 -10.748
42 C -1.866 1.699 -6.543
43 C -1.946 3.071 -6.726
44 C -2.182 3.301 -8.120
45 C -2.255 2.060 -8.734
46 C -4.294 -0.316 -9.237
47 C -5.377 -1.132 -9.527
48 C -5.137 -2.402 -8.899
49 C -3.920 -2.322 -8.246
50 H 0.853 -0.517 -10.746
51 H 0.640 0.808 -9.576
52 H -1.582 0.216 -10.368
53 H -1.287 -1.529 -10.205
54 H 2.663 0.248 -6.194
55 H 4.720 1.990 -6.798
56 H 5.139 1.733 -9.480
57 H 3.350 -0.066 -10.371
58 H 2.058 -3.964 -7.900
59 H 2.851 -5.582 -9.978
60 H 3.050 -3.951 -12.159
61 H 2.425 -1.476 -11.334
62 H -1.713 1.093 -5.657
63 H -1.848 3.825 -5.959
64 H -2.281 4.251 -8.621
65 H -2.459 1.820 -9.767
66 H -4.096 0.700 -9.532
67 H -6.230 -0.847 -10.122
68 H -5.788 -3.262 -8.937
69 H -3.358 -3.037 -7.660
70 N -2.069 -0.906 2.086
71 C -1.374 -0.636 1.175

Summary:
<S²>: 4.099
E in eV: -57806.6198
Multiplicity: 4
Kohn-Sham gap (alpha / beta) in eV: 3.401 / 2.891
HOMO energy (alpha / beta) in eV: -12.21 / -12.21
Net charge: +2


No. 5
C20H44BFIN2O3Si | the ωB97M-V functional and the def2-TZVPD basis

Positions of all 73 atoms, in Å:
1 C -5.802 4.094 -1.992
2 C -5.632 2.624 -1.385
3 C -4.334 2.473 -0.408
4 I -3.572 4.383 0.334
5 Si -2.924 1.499 -1.320
6 C -1.339 1.439 -0.189
7 C -1.440 0.358 0.987
8 C -0.745 -1.044 0.676
9 F 0.353 -0.977 -0.244
10 C -2.369 2.318 -2.958
11 C -2.983 1.675 -4.287
12 O -2.040 1.994 -5.384
13 C -0.950 1.065 -5.332
14 O -1.048 -0.131 -5.629
15 B -3.538 -0.345 -1.476
16 O -2.710 -1.442 -1.989
17 N -4.924 -0.722 -1.019
18 C -4.892 -1.679 0.126
19 C -5.718 -1.231 -2.175
20 H -6.609 4.055 -2.808
21 H -6.190 4.815 -1.190
22 H -4.850 4.540 -2.427
23 H -5.626 1.806 -2.196
24 H -6.564 2.436 -0.737
25 H -4.699 1.855 0.491
26 H -1.168 2.475 0.247
27 H -0.473 1.253 -0.920
28 H -0.931 0.805 1.913
29 H -2.543 0.228 1.287
30 H -1.530 -1.768 0.292
31 H -0.332 -1.501 1.646
32 H -1.229 2.399 -2.957
33 H -2.747 3.407 -2.924
34 H -3.961 2.186 -4.605
35 H -3.065 0.542 -4.282
36 H 0.079 1.443 -4.987
37 H -3.043 -1.717 -2.869
38 H -3.889 -1.602 0.688
39 H -5.774 -1.413 0.816
40 H -5.010 -2.773 -0.165
41 H -6.771 -0.801 -2.112
42 H -5.810 -2.369 -2.159
43 H -5.293 -0.928 -3.193
44 C 7.767 -1.547 1.082
45 C 7.208 -1.673 2.500
46 C 5.934 -2.516 2.596
47 N 4.598 -1.770 2.396
48 C 4.672 -0.754 1.266
49 C 3.407 0.079 1.136
50 C 3.079 0.778 2.447
51 C 2.959 -0.234 3.575
52 C 4.214 -1.085 3.710
53 C 3.576 -2.847 2.063
54 H 7.208 -0.845 0.463
55 H 8.797 -1.186 1.119
56 H 7.773 -2.514 0.573
57 H 7.089 -0.687 2.957
58 H 7.973 -2.189 3.089
59 H 5.871 -2.972 3.588
60 H 5.967 -3.326 1.864
61 H 5.493 -0.072 1.495
62 H 4.887 -1.299 0.345
63 H 3.557 0.830 0.357
64 H 2.562 -0.537 0.812
65 H 2.147 1.341 2.346
66 H 3.865 1.503 2.687
67 H 2.080 -0.866 3.412
68 H 2.781 0.294 4.516
69 H 4.070 -1.867 4.459
70 H 5.064 -0.463 4.007
71 H 3.571 -3.574 2.877
72 H 3.878 -3.323 1.129
73 H 2.590 -2.404 1.950

Summary:
E in eV: -49941.0822
Kohn-Sham gap in eV: 8.216
HOMO energy in eV: -10.45
Net charge: +1


No. 6
C2H2N2O2 | the ωB97M-V functional and the def2-TZVPD basis

Positions of all 8 atoms, in Å:
1 N -0.220 1.163 0.539
2 C -1.083 0.291 0.491
3 N -1.861 -0.646 0.588
4 H -0.478 2.118 0.324
5 H -2.007 -1.227 -0.228
6 O 2.707 0.265 0.191
7 C 1.906 -0.561 0.014
8 O 1.136 -1.418 -0.180

Summary:
E in eV: -9181.7656
Kohn-Sham gap in eV: 11.341
HOMO energy in eV: -10.74
Net charge: 0
SMILES: N=C=N.O=C=O